Record 1
55
Properties=species:S:1:pos:R:3 method="wB97M-V/def2-TZVPD" e_homo_ev="-10.6 / -10.6" e_tot_ev=-143700.621 charge=+1 de_lowest_kcal_mol=27.9 orbital_gap_ev="5.010 / 5.011"
Pd -0.7517 0.3145 -1.1925
C 2.7423 -2.1235 0.6594
C 1.4097 -1.9021 0.0148
N 0.6283 -0.8308 0.3979
N 0.9878 -0.2041 1.4261
C 0.2754 0.9926 1.6420
S -0.8995 1.6220 0.6554
S 0.7032 1.9042 3.0290
C 1.4048 0.6430 4.1590
C 0.3401 -0.2495 4.7316
C -0.5847 0.2512 5.6440
C -1.5847 -0.5640 6.1467
C -1.6792 -1.8869 5.7317
C -0.7630 -2.3916 4.8227
C 0.2413 -1.5735 4.3218
C 0.8636 -2.7676 -0.9108
C 1.6931 -3.6788 -1.6428
C 1.1573 -4.6107 -2.4573
C -0.2721 -4.7720 -2.5792
C -1.1214 -3.9547 -1.9347
C -0.6298 -2.8484 -1.1196
O -1.4024 -2.0291 -0.6311
H 3.0921 -3.1391 0.5092
H 2.6438 -1.9317 1.7272
H 3.4912 -1.4247 0.2775
H 1.8870 1.2482 4.9265
H 2.1570 0.0860 3.6090
H -0.5206 1.2864 5.9604
H -2.2895 -0.1692 6.8661
H -2.4633 -2.5220 6.1217
H -0.8274 -3.4243 4.5057
H 0.9617 -1.9712 3.6163
H 2.7682 -3.5813 -1.5792
H 1.8091 -5.2519 -3.0354
H -0.6579 -5.5549 -3.2192
H -2.1949 -4.0426 -2.0338
Br 1.8936 1.3955 -1.9327
C 0.9498 2.8664 -2.6852
C 1.7202 3.8177 -3.2850
C 1.1186 4.9665 -3.8337
C -0.2298 5.1285 -3.7531
C -1.0501 4.1409 -3.1569
C -2.4551 4.3258 -3.1202
C -3.2698 3.3805 -2.5834
C -2.7100 2.2017 -2.0405
C -1.3568 1.9978 -2.0394
C -0.4700 2.9610 -2.6069
H 2.7924 3.6906 -3.3372
H 1.7403 5.7127 -4.3092
H -0.7024 6.0189 -4.1479
H -2.8649 5.2374 -3.5363
H -4.3430 3.5170 -2.5709
H -3.3718 1.4532 -1.6206
I -1.1582 -0.5531 -3.7634
I 1.1525 -1.2066 -4.8440

Record 2
54
Properties=species:S:1:pos:R:3 method="wB97M-V/def2-TZVPD" e_homo_ev=-8.4 e_tot_ev=-42549.734 smiles="C=CCOc1cccc([C@@H]2C(C(=O)c3cc4ccccc4o3)=C(O)C(=O)N2c2cc(C)on2)c1" de_lowest_kcal_mol=4.5 orbital_gap_ev=7.781
C -1.0573 -3.9674 1.2253
C -1.6177 -2.9390 1.8327
C -1.0529 -2.2631 3.0512
O -1.3270 -0.8736 3.1040
C -0.8850 -0.0806 2.0955
C -1.3039 1.2511 2.1263
C -0.9243 2.1209 1.1265
C -0.1499 1.6819 0.0643
C 0.2622 0.3607 0.0243
C 1.0385 -0.1769 -1.1608
C 0.5678 -1.5515 -1.5728
C -0.8341 -1.8999 -1.8095
O -1.2195 -3.0292 -2.0119
C -1.7651 -0.7409 -1.6924
C -1.8297 0.4248 -2.3922
C -2.8876 1.1802 -1.8067
C -3.4395 2.4412 -2.0251
C -4.4550 2.8566 -1.1933
C -4.9296 2.0458 -0.1595
C -4.4042 0.7915 0.0745
C -3.3829 0.3721 -0.7631
O -2.7100 -0.7980 -0.7186
C 1.6017 -2.4212 -1.4544
O 1.6737 -3.7239 -1.6688
C 2.8143 -1.6949 -0.9899
O 3.8963 -2.2135 -0.7968
N 2.4429 -0.3969 -0.8386
C 3.2718 0.6444 -0.4931
C 4.6072 0.5689 -0.0161
C 4.9536 1.8772 0.1584
C 6.2002 2.5217 0.6339
O 3.9169 2.6606 -0.1848
N 2.8776 1.8933 -0.5912
C -0.0741 -0.5100 1.0525
H -1.4971 -4.4201 0.3548
H -0.1284 -4.3939 1.5712
H -2.5432 -2.5141 1.4696
H 0.0268 -2.4485 3.1383
H -1.5406 -2.6575 3.9505
H -1.9332 1.5730 2.9406
H -1.2530 3.1482 1.1595
H 0.1296 2.3582 -0.7266
H 0.9795 0.5499 -1.9783
H -1.2211 0.7062 -3.2271
H -3.0723 3.0708 -2.8208
H -4.8977 3.8310 -1.3373
H -5.7265 2.4112 0.4703
H -4.7637 0.1610 0.8713
H 2.5873 -4.0093 -1.4801
H 5.1827 -0.3150 0.1496
H 6.9537 1.7655 0.8295
H 6.5699 3.2188 -0.1160
H 6.0056 3.0837 1.5460
H 0.2662 -1.5315 1.0053

Record 3
58
Properties=species:S:1:pos:R:3 method="wB97M-V/def2-TZVPD" e_homo_ev="-5.1 / -5.1" e_tot_ev=-169433.372 charge=-1 de_lowest_kcal_mol=225.6 orbital_gap_ev="6.513 / 6.004"
Al -0.8669 1.0325 0.3399
Cl -7.2487 -2.4693 0.8930
C -5.8468 -1.4318 0.8926
C -5.7775 -0.3706 1.8107
C -4.6903 0.4617 1.8448
C -3.5998 0.2654 0.9612
O -2.5766 1.0473 1.0091
C -3.7005 -0.8029 0.0356
C -2.6344 -1.0319 -0.8854
O -1.5776 -0.3938 -0.9274
C -4.8264 -1.6445 0.0120
H -6.6004 -0.2180 2.4970
H -4.6303 1.2797 2.5496
H -2.7618 -1.8453 -1.6126
H -4.8685 -2.4609 -0.6991
S 3.0847 2.5502 1.4353
Sb 1.6250 3.1668 -0.1482
S -0.6091 3.2546 0.6798
S 0.7835 1.1209 -1.5051
S 2.0374 4.6582 -1.7697
Ge 1.7451 -0.8476 -1.0485
C 3.4734 -0.6046 -0.1952
C 3.7296 -1.1753 1.0475
C 4.9553 -0.9859 1.6689
C 5.9363 -0.2241 1.0489
C 5.6872 0.3521 -0.1879
C 4.4585 0.1667 -0.8036
C 2.8440 -5.7698 -2.8940
C 2.1852 -6.6852 -2.1977
C 1.7226 -7.1583 -0.9609
C 1.5899 -6.5036 0.3173
C 0.8694 -5.4477 0.6928
C 0.4924 -3.2467 -0.3829
H 1.8828 -1.5273 -2.4187
H 2.9640 -1.7636 1.5421
H 5.1392 -1.4184 2.6450
H 6.8885 -0.0636 1.5394
H 6.4397 0.9696 -0.6614
H 4.2627 0.6523 -1.7536
H 2.0984 -7.3981 -3.0464
H 1.5584 -8.2302 -0.9243
H 2.0158 -7.0886 1.1341
H 0.8026 -5.2450 1.7571
H 4.4920 -4.4083 -0.5339
Cl 3.4757 -3.9736 -1.1808
C 0.6270 -2.0360 0.0623
C -0.0427 -4.5959 -0.1513
C -1.3847 -4.4610 0.5653
C -1.7463 -3.4632 1.3969
C -1.1315 -2.2129 1.8013
C -0.1011 -1.5177 1.2477
C 0.1885 -0.1229 1.6115
H -0.2366 -5.0828 -1.1151
H -2.0651 -5.2985 0.4521
H -2.7111 -3.6202 1.8764
H -1.6634 -1.7089 2.6034
H 1.2485 0.1325 1.5175
H -0.1362 0.1532 2.6168

Record 4
59
Properties=species:S:1:pos:R:3 method="wB97M-V/def2-TZVPD" s_squared=6.104 multiplicity=5 e_homo_ev="-14.1 / -14.6" e_tot_ev=-186258.141 charge=+2 orbital_gap_ev="7.890 / 5.806"
Pd 0.2785 -0.2453 -1.1479
C -0.7757 1.3575 4.7200
C -1.0528 1.5896 3.2274
C -1.9697 0.5758 2.6134
C -3.3179 0.6245 2.9284
C -4.2529 -0.1311 2.2441
C -3.8672 -0.8948 1.1404
C -2.5460 -0.9677 0.7612
C -2.1606 -1.7476 -0.4653
C -1.4628 -3.0733 -0.1482
C -1.5520 -0.3151 1.5588
N -0.2653 -0.4237 1.1622
C 0.8135 -0.2941 1.9004
C 2.0393 -0.0031 1.3062
C 3.3192 0.2038 1.9076
C 4.1844 0.4806 0.8884
C 3.4175 0.4361 -0.3237
N 2.1591 0.1694 -0.0735
H -0.0124 2.0487 5.0699
H -0.4367 0.3445 4.9162
H -1.6694 1.5303 5.3122
H -0.1101 1.6429 2.6732
H -1.5358 2.5676 3.1430
H -3.6546 1.3037 3.6976
H -5.2931 -0.0896 2.5220
H -4.6175 -1.4151 0.5636
H -1.4823 -1.1068 -1.1107
H -3.0640 -1.9494 -1.0445
H -0.5288 -2.9126 0.3917
H -1.2502 -3.6090 -1.0704
H -2.1173 -3.7019 0.4516
H 0.7842 -0.4343 2.9805
H 3.5372 0.1469 2.9559
H 5.2337 0.6968 0.9482
H 3.7909 0.5783 -1.3233
O 2.0841 -5.8552 -3.7318
C 1.8989 -4.7673 -3.0159
C 2.1756 -4.6427 -1.6458
C 1.8723 -3.4603 -1.0022
N 1.3440 -2.4045 -1.6221
C 1.1357 -2.5164 -2.9336
Br 0.4207 -0.9037 -3.6989
C 1.3742 -3.6408 -3.6780
H 2.4507 -6.6083 -3.2470
H 2.6094 -5.4634 -1.0934
H 2.0599 -3.3406 0.0576
H 1.1841 -3.6992 -4.7355
F 0.2501 6.7525 -3.6549
C 0.1142 5.6917 -2.8945
C 0.2387 4.4144 -3.4693
F 0.5170 4.2866 -4.7532
C 0.0605 3.3100 -2.6568
F 0.2088 2.0426 -3.0828
C -0.3255 3.4483 -1.3224
Se -0.8983 1.9588 -0.3792
C -0.3787 4.7214 -0.7507
F -0.6609 4.7954 0.5452
C -0.1373 5.8470 -1.5219
F -0.1606 7.0512 -0.9894